211
Properties=species:S:1:pos:R:3:forces:R:3:mulliken_charge:R:1 method="wB97M-V/def2-TZVPD" charge=0 de_lowest_ev=2.590 e_lumo_ha=0.0143 e_homo_ev=-8.80
C 4.05174 -2.76856 1.81722 0.574 -0.798 -0.381 -0.069
C 5.53049 -3.27252 1.99649 0.169 1.631 -1.041 0.275
C 6.49573 -2.18987 1.35395 -0.919 0.294 1.240 -0.564
O 6.38938 -2.26845 -0.03000 0.005 -0.767 -0.703 -0.454
C 7.18785 -1.32495 -0.66849 0.457 0.458 -1.783 -0.914
N 5.97901 -3.46822 3.38987 -1.438 1.054 -0.262 -0.498
H 3.31974 -3.58804 1.60413 0.545 0.565 0.794 0.222
H 3.91191 -2.08518 0.97002 0.512 -0.173 -0.049 -0.568
H 3.84863 -2.15992 2.68576 -0.541 -0.075 0.476 0.159
H 5.70534 -4.19145 1.41824 -0.155 0.169 0.018 0.253
H 7.53783 -2.40845 1.68717 -0.552 0.388 -0.087 0.297
H 6.15869 -1.11110 1.61588 0.681 -1.565 0.361 -0.010
H 7.03454 -0.36453 -0.14353 0.383 -0.017 -0.503 0.374
H 6.87799 -1.24295 -1.77389 0.222 -0.084 1.711 0.218
H 8.27580 -1.60886 -0.70063 -0.809 0.233 0.392 0.351
H 6.43942 -4.33254 3.40478 0.802 -1.356 0.424 0.265
H 5.20504 -3.51394 4.05959 0.278 0.094 -0.466 0.237
C 3.40876 1.19085 2.94649 -0.776 -0.095 -1.254 -0.213
C 2.96879 0.80596 4.36292 -0.863 -1.486 -1.813 1.944
C 4.06344 0.27889 5.19818 1.326 -0.338 2.099 -1.167
O 4.98353 -0.58485 4.58311 -0.267 -0.150 -0.544 -0.078
C 6.18127 -0.79540 5.33490 -1.178 0.338 -0.556 -0.896
N 2.28592 1.80594 5.14149 1.108 0.478 0.615 -0.564
H 3.74568 2.21194 2.92839 0.290 0.636 -0.016 0.373
H 2.49909 1.15129 2.25747 1.135 0.030 0.755 -0.312
H 4.22089 0.57958 2.48062 -0.762 0.174 0.664 -0.274
H 2.25176 -0.01531 4.18700 0.144 0.125 0.302 -1.163
H 3.63241 -0.18353 6.11074 0.038 -0.025 -0.325 0.367
H 4.64540 1.11411 5.59120 0.102 0.563 0.077 0.517
H 6.80659 -1.32759 4.63762 0.546 -0.091 0.123 0.192
H 5.95884 -1.40846 6.19976 0.096 -0.232 0.377 0.325
H 6.58067 0.16732 5.66558 0.239 -0.051 -0.080 0.364
H 1.45484 2.13108 4.69071 -0.253 0.406 -0.282 0.174
H 2.95425 2.57799 5.31793 -0.962 -0.358 -0.194 0.389
C 2.48468 -4.74404 -2.54087 0.288 0.050 0.442 -0.822
C 3.61749 -4.49379 -1.48956 0.516 -0.228 -2.350 0.403
C 4.72045 -5.58183 -1.74193 -1.960 -1.164 1.595 -1.005
O 5.33508 -5.33052 -2.93096 0.660 1.055 -0.712 -0.295
C 6.14029 -6.36068 -3.39298 0.024 -1.577 1.007 -0.840
N 4.11200 -3.11509 -1.72423 -0.095 -0.473 0.042 0.290
H 2.81222 -4.53480 -3.59072 -0.147 -0.270 0.915 0.213
H 1.62948 -4.10102 -2.32269 0.134 0.165 -0.043 -0.332
H 2.11315 -5.77636 -2.43731 0.248 0.230 -0.234 0.694
H 3.21161 -4.63186 -0.50084 -0.044 0.147 0.489 0.072
H 4.22478 -6.61421 -1.78811 0.295 1.055 0.133 0.402
H 5.40450 -5.65574 -0.87892 0.267 0.292 -0.236 0.406
H 6.79826 -6.81334 -2.58046 -0.819 0.474 -0.769 0.292
H 6.77937 -5.98061 -4.14339 0.669 0.496 -0.856 0.263
H 5.50391 -7.14843 -3.84461 0.352 0.040 0.296 0.307
H 4.89343 -2.84663 -1.10033 -0.477 -0.407 -0.713 -0.105
H 4.38674 -3.09306 -2.72054 0.164 0.167 0.910 0.368
C -6.92051 4.13548 5.09077 -0.368 1.660 0.539 -1.280
C -6.78078 5.23679 4.04105 -1.010 -0.120 -0.467 0.299
C -5.74365 4.85796 2.95244 -0.873 1.181 -0.264 -0.586
O -4.59956 4.41585 3.53985 1.587 -1.066 1.552 -0.298
C -3.57865 3.88636 2.71947 -2.188 -0.502 -1.025 -0.668
N -8.12827 5.49258 3.51098 0.337 -1.157 0.692 -0.616
H -7.59934 4.41299 5.92670 0.073 0.060 -0.852 0.362
H -5.96909 4.06724 5.56284 0.854 -1.038 0.168 0.354
H -7.31669 3.26478 4.59654 0.251 -0.722 0.062 0.237
H -6.47424 6.18921 4.45632 0.238 0.057 0.497 0.311
H -5.47170 5.72579 2.33694 -0.447 0.300 -0.145 0.347
H -6.21238 4.15453 2.28325 -0.166 -0.859 -0.404 0.209
H -3.96613 3.00680 2.14002 0.241 0.352 0.655 0.115
H -2.75629 3.60077 3.33401 0.618 -0.037 0.356 0.389
H -3.33794 4.60023 1.94968 0.650 0.563 -0.283 0.419
H -8.18684 6.33689 3.00801 -0.256 0.720 -0.959 0.231
H -8.56684 4.68315 3.06368 0.349 0.657 -0.009 0.215
C -7.68596 -0.47208 -3.40573 0.337 0.949 -0.587 -1.578
C -6.28814 -0.18899 -4.01230 0.013 -1.785 0.259 0.303
C -5.53579 0.85596 -3.10809 -1.228 -1.806 -0.917 -0.596
O -4.31883 1.27719 -3.61234 0.401 0.286 -0.537 0.045
C -4.41773 2.30314 -4.57936 1.004 1.545 1.463 -1.024
N -5.56798 -1.49771 -4.32637 0.675 2.262 1.784 -0.245
H -7.68264 -0.81491 -2.39009 0.405 -0.147 0.725 0.195
H -8.26854 -1.19876 -3.95292 0.072 -0.235 -0.468 0.417
H -8.23749 0.46272 -3.44257 -0.351 0.176 0.165 0.474
H -6.43766 0.20627 -4.99586 -0.152 0.774 -0.552 0.397
H -5.39297 0.39516 -2.13568 0.303 -0.061 0.227 -0.159
H -6.26596 1.65665 -2.99517 0.078 0.491 0.113 0.554
H -3.41075 2.59815 -4.86084 0.289 -0.332 -0.017 0.259
H -4.80762 3.23159 -4.10362 -0.261 -0.499 -0.242 0.361
H -4.93317 2.12123 -5.48958 -0.846 -0.756 -0.655 0.348
H -6.07299 -1.97546 -5.02900 -0.710 -0.579 -0.598 0.276
H -5.57765 -2.02539 -3.46155 0.081 -0.432 -0.019 0.021
C -1.92129 -0.95549 -4.77598 0.805 1.692 -1.631 0.051
C -1.74672 -2.00729 -5.84787 -1.296 -0.952 -0.772 0.472
C -1.85591 -3.42327 -5.21054 0.434 0.910 -1.117 -0.850
O -0.79574 -3.60481 -4.27946 -0.647 -0.300 -0.081 0.087
C -0.69457 -4.97074 -3.93388 1.114 -0.120 -0.590 -0.341
N -2.75247 -1.79550 -6.94557 0.693 -0.358 -0.096 -0.715
H -1.07152 -0.95340 -4.08791 -0.201 0.091 0.026 -0.558
H -2.83345 -1.13626 -4.27528 -0.992 -0.234 0.826 -0.156
H -2.06772 0.06558 -5.27075 0.529 -1.247 0.719 0.352
H -0.81477 -1.99102 -6.39969 0.557 0.343 0.316 0.227
H -1.79201 -4.15325 -6.05339 0.004 0.144 0.658 0.307
H -2.82621 -3.49725 -4.72614 -0.266 -0.239 0.105 0.258
H -1.47366 -5.37617 -3.29324 -0.288 0.286 0.200 0.327
H 0.29378 -5.13697 -3.51170 -0.259 0.143 0.385 -0.262
H -0.66417 -5.54848 -4.85169 -0.288 -0.366 -0.313 0.415
H -2.57492 -2.37711 -7.77813 -0.038 0.338 0.819 0.292
H -3.72335 -1.89926 -6.68476 0.035 -0.064 0.413 0.200
C 2.36217 -0.25547 -6.34549 0.118 0.886 -0.271 -1.362
C 2.63566 -0.41064 -4.86527 0.426 -0.882 0.518 0.350
C 1.90598 0.61359 -3.96688 0.304 -0.260 -1.095 0.562
O 2.26646 1.94019 -4.31986 0.028 -0.376 -0.515 -0.494
C 1.86703 2.91940 -3.41153 0.677 0.380 0.784 -0.581
N 2.31720 -1.82258 -4.44270 -0.309 0.988 1.170 -0.237
H 3.02634 -0.89261 -6.94441 -0.161 0.086 0.285 0.394
H 2.58630 0.80693 -6.59662 -0.362 -0.696 -0.111 0.328
H 1.32655 -0.50564 -6.61342 0.130 0.189 0.121 0.115
H 3.72272 -0.27551 -4.74503 -0.236 -0.076 0.198 0.265
H 2.17583 0.45241 -2.92593 -0.180 -0.236 0.321 -0.067
H 0.84821 0.39237 -4.17303 -0.237 0.467 0.489 0.307
H 0.80269 2.98957 -3.27137 -0.760 -0.070 -0.171 0.328
H 2.24460 3.89035 -3.72223 -0.069 -0.001 -0.461 0.343
H 2.31459 2.78983 -2.41813 0.050 -0.406 0.096 0.047
H 1.29734 -1.92486 -4.35228 0.102 -0.015 -0.738 0.089
H 2.53909 -1.90452 -3.43463 0.513 -0.035 -0.593 -0.260
C 5.40485 4.09383 -2.46512 1.088 1.916 1.221 -1.359
C 6.25920 2.83793 -2.20889 -0.415 0.576 -0.871 0.648
C 5.30198 1.67139 -2.22584 0.842 -1.010 -1.817 0.189
O 4.53319 1.78131 -1.08290 -1.269 -0.972 0.214 -0.247
C 4.01176 0.52272 -0.63922 0.064 0.032 0.994 0.970
N 7.29792 2.71100 -3.23628 -0.714 0.015 -0.062 -0.714
H 4.57932 4.13996 -1.75157 -0.259 -0.350 -0.385 0.272
H 5.07943 4.32468 -3.49191 0.030 -0.838 0.249 0.330
H 5.97013 5.02375 -2.16442 -0.108 -0.825 -0.343 0.413
H 6.67685 2.84617 -1.19549 -0.004 0.368 -0.028 0.305
H 5.83099 0.70079 -2.25086 0.186 0.312 0.252 -0.430
H 4.75698 1.65919 -3.21700 -0.112 0.259 0.989 -0.184
H 4.74068 0.06539 0.07396 -0.388 0.144 -0.513 -0.330
H 3.77516 -0.24841 -1.41148 0.185 0.835 0.196 -0.114
H 3.11165 0.76799 -0.05331 0.189 -0.341 -0.313 -0.430
H 7.52346 3.60737 -3.64092 0.063 0.052 0.037 0.230
H 8.13194 2.31235 -2.85953 0.501 -0.225 0.135 0.225
C 1.00335 4.12904 2.61733 0.031 0.077 -1.759 -0.885
C 0.15988 5.31729 1.98163 0.405 -0.114 1.605 1.016
C 0.26889 6.49219 3.00383 0.792 -0.153 -1.065 -1.133
O -0.33943 6.07464 4.20514 0.387 0.127 -0.652 -0.198
C -0.51954 7.17407 5.03914 2.261 0.597 0.499 -0.790
N 0.53959 5.73215 0.65854 -0.215 0.239 0.030 -0.651
H 0.74051 3.17684 2.10634 0.291 0.529 0.148 0.033
H 0.74549 4.01577 3.65104 -0.050 0.069 0.648 0.462
H 2.12473 4.28806 2.51427 -1.340 -0.011 0.078 0.261
H -0.90449 5.06165 1.94623 0.170 -0.232 0.126 -0.299
H -0.19514 7.44510 2.64254 0.115 -0.831 -0.017 0.471
H 1.36599 6.72682 3.15549 -0.792 -0.169 0.033 0.300
H 0.43711 7.48599 5.60835 -1.243 -0.797 -0.505 0.241
H -1.31014 6.90708 5.67611 -0.927 0.077 1.194 0.260
H -0.72918 8.04645 4.44783 -0.652 0.574 -0.208 0.350
H 0.16967 5.11662 -0.06825 0.621 0.110 0.398 0.261
H 1.54005 5.85651 0.63525 0.112 -0.199 -0.596 0.280
C -2.71580 -0.90079 4.65548 -0.340 1.448 0.036 -1.114
C -1.52939 -0.84929 5.58969 0.519 -0.257 -0.474 -0.099
C -0.23907 -1.07044 4.77158 -0.651 1.436 -1.098 0.143
O -0.36045 -2.25262 3.98642 -0.844 1.367 1.202 -0.518
C 0.52413 -2.30796 2.91838 1.034 -0.225 0.866 -0.519
N -1.49739 0.42035 6.36286 -0.426 -0.954 -1.005 -0.700
H -2.65461 -0.08584 3.87948 -0.131 -0.591 0.647 -0.006
H -3.65132 -0.79623 5.23105 0.322 0.033 -0.321 0.363
H -2.69253 -1.83960 4.15425 -0.208 -0.702 -0.498 0.482
H -1.61035 -1.75867 6.18270 -0.099 0.285 0.900 0.339
H 0.67435 -1.05540 5.40083 -0.327 -0.137 -0.230 0.368
H -0.22623 -0.14805 4.07611 0.442 -1.115 0.644 -0.163
H 0.66614 -1.40641 2.32672 -0.405 0.286 -0.059 -0.054
H 0.16100 -3.12250 2.35994 -0.216 -0.882 -1.290 0.519
H 1.48578 -2.59496 3.32847 0.670 -0.023 -0.200 0.426
H -0.55322 0.53942 6.66549 0.722 0.265 0.571 0.374
H -1.64268 1.17192 5.68207 -0.086 -0.170 0.267 0.206
C -2.26082 1.51042 0.48951 0.653 -0.523 0.899 -1.208
C -0.79215 1.05618 0.36332 -0.214 1.359 0.813 1.100
C -0.62945 -0.35701 -0.11911 -0.436 -0.551 0.095 -0.689
O 0.74021 -0.65529 -0.09892 -0.252 0.034 -0.204 1.676
C 1.00794 -1.77909 -0.89101 1.275 -0.084 0.370 -0.322
N -0.06280 2.08263 -0.42666 0.835 -0.759 0.312 -0.171
H -2.79041 1.56113 -0.45373 -0.100 -0.366 -0.287 0.102
H -2.34333 2.49951 0.93599 0.435 0.047 -0.111 0.148
H -2.72828 0.83212 1.21246 -0.426 -0.055 -0.378 0.181
H -0.32421 1.04943 1.38518 -0.401 0.297 -0.649 -0.534
H -1.03671 -0.44673 -1.14292 0.055 -0.090 0.145 -0.350
H -1.10366 -1.13069 0.54619 -0.266 0.812 -0.506 0.004
H 0.42269 -2.67720 -0.70251 -0.555 0.084 0.301 0.484
H 2.02997 -2.00836 -0.65281 0.598 -0.451 -0.154 -0.561
H 0.98116 -1.54435 -1.94121 -0.353 0.153 -0.622 -0.102
H -0.19806 1.93462 -1.42520 -0.273 -0.052 0.056 0.138
H 0.94390 1.90354 -0.29674 -0.506 0.185 -0.102 0.054
C -2.97334 -3.00165 -1.80888 1.292 -0.174 1.628 0.096
C -4.04014 -3.36194 -0.79726 -0.912 0.923 -0.558 0.391
C -3.64190 -3.14194 0.63053 0.433 0.305 0.144 -1.042
O -5.25765 -2.60471 -1.11689 0.279 -0.430 0.411 -0.466
H -2.45465 -2.03158 -1.69715 -0.561 -0.342 0.126 -0.309
H -3.37233 -3.08241 -2.77015 -0.609 0.018 -1.582 -0.101
H -2.20871 -3.79560 -1.70515 -0.073 0.449 -0.172 0.254
H -4.20222 -4.41996 -0.99537 -0.500 -0.284 0.263 0.068
H -3.41016 -2.09504 0.81889 0.503 0.120 -0.251 -0.201
H -2.80170 -3.77762 0.90986 0.098 0.087 0.037 0.560
H -4.45261 -3.30964 1.30310 -0.655 -0.607 0.441 0.542
H -5.90809 -2.63808 -0.37093 0.912 -0.074 -0.512 0.239
C -6.36267 -1.24817 3.46704 0.126 -0.425 0.885 -1.075
C -6.75093 -1.14462 2.03419 -0.782 0.366 0.209 0.271
C -5.79978 -0.17155 1.33891 -1.537 -1.157 -1.836 -0.322
O -6.68769 -2.41865 1.34758 -1.340 -0.665 0.173 -0.460
H -6.43520 -0.26924 3.92643 -0.035 0.250 0.122 0.319
H -5.32913 -1.56457 3.55132 0.279 -0.100 -0.008 -0.015
H -6.96060 -1.93006 4.06891 -0.195 -0.142 -0.110 0.454
H -7.80334 -0.78288 1.96209 0.627 -0.089 -0.003 0.341
H -6.40627 0.14457 0.46983 0.825 0.250 -0.028 0.149
H -4.96010 -0.76102 0.96953 0.131 0.381 0.070 -0.318
H -5.50271 0.69443 1.89093 0.123 0.297 0.597 0.440
H -7.52722 -2.94807 1.49035 1.501 1.159 -0.055 0.247